# 1
Density functional theory data (ωB97M-V/def2-TZVPD) for the molecule C22H22N6O3.

Last column: Mulliken charge in e.
Element x y z (Å)
C1 -1.93522 -3.83778 1.76748  -1.0297
H1 -1.14354 -4.56692 1.93495  0.2789
O1 -1.53820 -3.10905 0.63347  -0.3823
C2 -2.32324 -2.06637 0.21170  0.9979
C3 -3.54002 -1.74512 0.79736  -0.3700
C4 -4.30579 -0.68096 0.35057  -0.9768
C5 -3.88106 0.07798 -0.72508  -0.3969
C6 -2.67369 -0.24960 -1.32722  0.0413
C7 -1.87232 -1.28923 -0.87408  0.3206
O2 -0.71146 -1.44570 -1.56828  -0.5023
C8 0.38381 -2.13524 -1.00508  -0.6087
H2 0.62985 -1.75201 -0.01187  0.2058
H3 1.21869 -1.94082 -1.67878  0.2865
H4 0.20073 -3.20969 -0.94709  0.2778
H5 -2.30707 0.32571 -2.16400  0.5356
C9 -4.60302 1.32579 -1.16706  -0.7465
C10 -3.59916 2.46232 -1.07511  0.4225
O3 -3.28922 3.20462 -1.97906  -0.6594
N1 -3.04875 2.57107 0.17409  -0.2505
N2 -1.77579 3.14431 0.30118  -0.4070
C11 -0.78187 2.31044 0.70903  0.1335
N3 -1.15459 1.17855 1.31082  -0.3826
C12 -0.22078 0.35615 1.77121  -0.7300
N4 1.08312 0.48988 1.71044  -0.4558
C13 1.46387 1.62730 1.11701  0.5599
N5 2.71525 2.06909 0.89848  0.9817
N6 2.70525 3.25246 0.26919  -1.1221
C14 1.45647 3.60086 0.08099  -0.6568
C15 0.58634 2.61421 0.59716  0.6800
H6 1.21742 4.52767 -0.40084  0.4899
C16 3.94694 1.37621 1.18384  -1.5234
C17 4.18623 0.30641 0.14705  0.5961
C18 4.78721 0.62908 -1.06234  -0.3813
C19 4.96508 -0.34079 -2.03304  -0.6210
C20 4.54027 -1.63862 -1.80288  -0.3773
C21 3.93171 -1.96267 -0.60205  -0.6951
C22 3.75146 -0.99286 0.36884  0.0191
H7 3.26416 -1.23844 1.30043  0.3056
H8 3.59407 -2.97255 -0.42145  0.4313
H9 4.68070 -2.39584 -2.56014  0.4012
H10 5.43520 -0.08350 -2.97065  0.3848
H11 5.11093 1.64399 -1.24186  0.4023
H12 3.86359 0.93162 2.17879  0.4653
H13 4.74266 2.12368 1.16770  0.4507
H14 -0.59153 -0.54119 2.24947  0.5749
H15 -1.58674 3.82313 -0.42838  0.3399
H16 -3.12666 1.78269 0.81292  0.5566
H17 -5.46074 1.52556 -0.52440  0.3220
H18 -4.94182 1.25355 -2.20138  0.3312
H19 -5.23546 -0.45186 0.84966  0.3301
H20 -3.90597 -2.32584 1.62856  0.4069
H21 -2.87992 -4.36528 1.59962  0.3646
H22 -2.02737 -3.19640 2.65009  0.3811

Computed properties:
Relative energy (zero: lowest compared OMol25 entry of this formula, charge and spin) (kcal/mol): 0.0
Structure (SMILES): COc1ccc(CC(=O)NNc2ncnc3c2cnn3Cc2ccccc2)cc1OC
HOMO-LUMO gap (eV): 8.87
LUMO energy (eV): 0.6
HOMO energy (eV): -8.2

# 2
Density functional theory data (ωB97M-V/def2-TZVPD) for a cluster of 2 separate species, C4H12NO in total.

Last column: Mulliken charge in e.
Element x y z (Å)
C1 -1.51388 -1.63081 -1.55013  -0.7294
C2 -0.05115 -2.07530 -1.72994  -0.7923
H1 -2.06641 -2.46351 -1.10426  0.1853
H2 -1.96821 -1.48652 -2.54014  0.3094
H3 -1.62980 -0.74379 -0.93839  0.2152
H4 0.07349 -2.85200 -2.48930  0.3538
H5 0.55382 -1.20264 -1.98459  0.1928
H6 0.31632 -2.38031 -0.75259  0.2329
C3 0.52604 0.51218 0.65012  -0.3172
O1 0.02137 -0.71390 0.87443  -0.7998
C4 0.47936 1.46969 1.85485  -0.3198
N1 1.16333 2.73783 1.55706  -0.5535
H7 1.57271 0.45662 0.27736  0.1396
H8 0.00478 1.13020 -0.16399  0.0317
H9 -0.56030 1.67523 2.13752  0.1732
H10 0.99595 0.99842 2.69672  0.3305
H11 0.71283 3.27326 0.83349  0.1821
H12 1.36975 3.29536 2.37178  0.1656

Computed properties:
Relative energy (zero: lowest compared OMol25 entry of this formula, charge and spin) (kcal/mol): 16.4
HOMO-LUMO gap (eV): 6.69
LUMO energy (eV): 4.4
Net charge: -1
HOMO energy (eV): -2.3

# 3
Density functional theory data (ωB97M-V/def2-TZVPD) for a structure of composition C32H87CsN5O17V.

Last column: Löwdin spin population.
Element x y z (Å)
V1 0.04849 -0.30181 -0.40590  1.9508
Cs1 0.49426 -4.44744 -2.75600  0.0001
O1 1.79725 -1.25568 0.38435  0.0055
C1 2.80561 -0.23289 0.53355  -0.0003
C2 2.22156 1.16540 1.00396  0.0004
O2 1.03111 1.53734 0.21331  0.0031
H1 3.39772 -0.19813 -0.38094  0.0000
H2 3.47582 -0.70797 1.24994  -0.0007
H3 3.12137 1.75812 0.83923  -0.0005
H4 2.10877 1.07808 2.08458  0.0002
O3 -1.27235 -0.48908 1.36001  0.0134
C3 -2.30447 -1.45431 1.07093  0.0006
C4 -1.96315 -2.42848 -0.14386  0.0025
O4 -1.08743 -1.93868 -1.16630  -0.0017
H5 -3.20473 -0.87063 0.87873  -0.0001
H6 -2.71129 -2.05173 1.88683  -0.0001
H7 -2.87075 -2.82001 -0.60327  -0.0005
H8 -1.40099 -3.29983 0.19202  -0.0001
C5 -3.07732 4.09576 -1.31947  0.0000
C6 -3.87093 3.14567 -0.36582  0.0000
C7 -5.35720 3.60622 -0.11384  0.0000
O5 -6.25465 3.30208 -1.22491  0.0000
C8 -7.59888 3.59620 -0.93974  0.0000
N1 -3.87127 1.73950 -0.90861  0.0005
H9 -2.06352 3.69616 -1.34461  0.0000
H10 -3.00193 5.04065 -0.78133  0.0000
H11 -3.54511 3.98945 -2.29823  0.0000
H12 -3.28672 3.18822 0.55341  0.0000
H13 -5.39082 4.68578 0.03286  0.0000
H14 -5.72428 3.06379 0.75744  0.0000
H15 -7.71109 4.64056 -1.23097  0.0000
H16 -8.09621 3.29678 -0.01718  0.0000
H17 -8.24086 3.04728 -1.62868  0.0000
H18 -4.36376 1.21947 -0.19648  0.0000
H19 -4.49379 1.78057 -1.70289  0.0000
C9 -0.55523 -3.05328 4.25463  0.0000
C10 -0.05690 -1.68682 4.70238  0.0000
C11 1.37910 -1.49769 4.29507  0.0001
O6 2.13065 -0.90987 5.29537  0.0000
C12 3.52230 -0.96560 5.12911  0.0000
N2 -0.99512 -0.67679 4.39403  0.0004
H20 -1.63798 -3.15134 4.33304  0.0000
H21 -0.04357 -3.92169 4.66956  0.0000
H22 -0.60585 -3.10984 3.16728  0.0000
H23 -0.00404 -1.68863 5.79110  0.0000
H24 1.40343 -0.78725 3.46877  0.0001
H25 1.77310 -2.44468 3.92619  0.0000
H26 3.83183 -1.89825 4.65745  0.0000
H27 4.08419 -0.87908 6.05911  0.0000
H28 3.92860 -0.22967 4.43526  0.0000
H29 -0.99310 -0.79616 3.39111  0.0001
H30 -1.86098 -1.18854 4.48623  0.0000
C13 -7.00756 1.22818 -4.81618  0.0000
C14 -5.62103 1.25852 -4.29541  0.0000
C15 -5.23680 -0.12787 -3.72570  0.0000
O7 -5.69899 -0.23291 -2.32485  0.0000
C16 -5.09561 -1.18426 -1.58838  0.0000
N3 -4.75555 1.49098 -5.43426  0.0000
H31 -7.19875 0.76414 -5.78377  0.0000
H32 -7.36760 2.24060 -4.99914  0.0000
H33 -7.62373 0.72273 -4.07257  0.0000
H34 -5.56766 2.06910 -3.56863  0.0000
H35 -4.17771 -0.38556 -3.73070  0.0000
H36 -5.70347 -0.90443 -4.33173  0.0000
H37 -4.09526 -0.84223 -1.32305  0.0001
H38 -4.86359 -2.12184 -2.09357  0.0000
H39 -5.68014 -1.34320 -0.68219  0.0000
H40 -3.77196 1.64327 -5.26262  0.0000
H41 -4.79821 0.71112 -6.07465  0.0000
C17 2.92621 -6.89687 5.16448  0.0000
C18 3.12332 -6.09975 3.87087  0.0000
C19 1.84769 -6.09297 2.98133  0.0000
O8 1.78200 -4.94155 2.06775  0.0000
C20 0.63451 -4.89009 1.16010  0.0000
N4 3.46482 -4.66607 4.18999  0.0000
H42 3.60174 -6.53905 5.94149  0.0000
H43 2.98195 -7.98236 5.08264  0.0000
H44 1.96893 -6.57268 5.57267  0.0000
H45 3.96346 -6.51552 3.31463  0.0000
H46 1.00799 -6.11002 3.67611  0.0000
H47 1.62444 -6.99487 2.41140  0.0000
H48 0.68334 -5.72646 0.46282  0.0000
H49 0.60990 -4.01556 0.50995  0.0000
H50 -0.27721 -4.91056 1.75712  0.0000
H51 3.30668 -4.21281 3.30137  0.0000
H52 2.78451 -4.26618 4.82035  0.0000
C21 5.43068 1.61796 -2.41532  0.0000
C22 4.76002 2.53421 -3.44714  0.0000
C23 3.32777 2.11863 -3.82142  0.0002
O9 3.11937 0.71689 -4.12707  0.0003
C24 3.30776 0.42000 -5.49903  0.0000
N5 4.92643 3.92502 -2.98080  0.0000
H53 5.58135 0.68794 -2.96346  0.0000
H54 4.66752 1.37325 -1.67653  0.0001
H55 6.35847 1.99770 -1.98741  0.0000
H56 5.37756 2.38999 -4.33367  0.0000
H57 2.83180 2.85952 -4.44847  0.0000
H58 2.78537 2.25678 -2.88611  0.0001
H59 3.09922 -0.63184 -5.69461  0.0000
H60 4.27751 0.70414 -5.90761  0.0000
H61 2.54110 0.97954 -6.03497  0.0000
H62 5.89819 4.00871 -2.71858  0.0000
H63 4.79354 4.49258 -3.80561  0.0000
C25 2.93999 5.15664 0.18100  0.0000
C26 1.67077 5.01739 -0.67238  0.0000
O10 0.63567 4.44115 0.08945  -0.0004
O11 3.93902 5.39974 -0.77565  0.0000
H64 3.18659 4.16966 0.57236  0.0000
H65 2.79439 5.84243 1.01562  0.0000
H66 1.83971 4.28546 -1.46221  0.0000
H67 1.36948 5.92457 -1.19616  0.0000
H68 0.70536 3.49433 -0.05290  -0.0002
H69 3.90579 4.73968 -1.47194  0.0000
C27 -1.16079 2.92817 2.51637  0.0000
C28 -0.79842 3.94116 3.59384  0.0000
O12 -1.32353 3.49715 4.85733  0.0000
O13 -1.35255 1.64560 3.07053  -0.0003
H70 -0.56874 3.15137 1.62881  0.0000
H71 -2.16052 3.21536 2.19055  0.0000
H72 -1.33671 4.87765 3.44778  0.0000
H73 0.25605 4.21062 3.65362  0.0000
H74 -1.23798 4.25630 5.43869  0.0000
H75 -1.43790 0.98675 2.37755  -0.0002
C29 -0.14290 0.18863 -3.28450  0.0014
C30 -1.05851 1.35590 -2.65648  0.0011
O14 -1.38231 1.01731 -1.32862  0.0091
O15 0.91491 -0.05516 -2.40365  0.0131
H76 0.15914 0.45894 -4.29633  0.0000
H77 -0.63160 -0.76659 -3.47639  0.0000
H78 -1.95357 1.47732 -3.26659  0.0000
H79 -0.47398 2.27417 -2.71310  0.0000
H80 -2.20591 1.47846 -1.15365  0.0007
H81 1.70334 0.37320 -2.74494  0.0013
C31 4.23110 -3.86969 -0.77090  0.0000
C32 4.73765 -4.27757 0.58060  0.0000
O16 6.16313 -4.52856 0.66536  0.0000
O17 2.83751 -3.75731 -0.71372  -0.0004
H82 4.56832 -4.64987 -1.45332  0.0000
H83 4.82072 -2.98298 -1.00371  0.0000
H84 4.31932 -5.22170 0.92949  0.0000
H85 4.55016 -3.46556 1.28316  0.0000
H86 6.45827 -4.53140 1.57886  0.0000
H87 2.62587 -2.99405 -0.17128  -0.0002

Computed properties:
⟨S²⟩: 2.01
HOMO-LUMO gap (alpha / beta) (eV): 6.26 / 6.28
LUMO energy (alpha / beta) (eV): -1.2 / -1.2
Multiplicity: 3
HOMO energy (alpha / beta) (eV): -7.5 / -7.5

# 4
Density functional theory data (ωB97M-V/def2-TZVPD) for a cluster of 3 separate species, C4H14NO in total.

Last column: Löwdin spin population.
Element x y z (Å)
C1 0.75311 1.94826 0.57239  0.0257
C2 1.50754 0.79378 -0.12244  0.0708
N1 1.95440 -0.13980 0.89371  0.0340
C3 1.07224 -1.01995 1.65026  0.0028
C4 0.74140 0.25397 -1.31964  0.6695
H1 0.17684 1.68258 1.45309  0.0021
H2 0.13453 2.45445 -0.16672  0.0037
H3 1.49793 2.64330 0.96916  0.0007
H4 2.43684 1.15790 -0.56817  0.0156
H5 -6.07167 -2.50455 -2.78090  0.0000
H6 2.66554 -0.76038 0.52282  -0.0010
H7 0.39603 -0.38458 2.23129  0.0004
H8 0.43668 -1.69313 1.07033  0.0009
H9 1.61782 -1.53728 2.43487  0.0005
H10 -0.67851 0.01508 -0.46207  0.0333
H11 0.50977 -0.80479 -1.45321  0.0363
H12 1.15650 0.57854 -2.27110  0.0359
H13 -6.74271 -2.37906 -2.48011  0.0000
H14 -2.16995 -0.18346 -0.37167  0.0007
O1 -1.39434 -0.12088 0.19811  0.0681

Computed properties:
Relative energy (zero: lowest compared OMol25 entry of this formula, charge and spin) (kcal/mol): 48.8
⟨S²⟩: 0.75
HOMO-LUMO gap (alpha / beta) (eV): 9.41 / 8.23
LUMO energy (alpha / beta) (eV): 0.9 / -0.5
Multiplicity: 2
HOMO energy (alpha / beta) (eV): -8.5 / -8.8

# 5
Density functional theory data (ωB97M-V/def2-TZVPD) for a cluster of 2 separate species, C4H8ClNO2 in total.

Last column: Mulliken charge in e.
Element x y z (Å)
C1 1.83136 1.42973 -1.03419  0.5203
C2 -0.59998 -1.15891 -0.77324  -0.4240
C3 -1.22996 -0.11760 1.23647  -1.1789
C4 1.99874 0.55645 -0.00522  -0.3129
N1 -0.62754 -0.14726 -0.04787  -0.1772
O1 2.71190 1.60141 -2.01234  -0.4979
O2 0.68253 2.16777 -1.18257  -0.5254
Cl1 3.47532 -0.41290 -0.27437  -0.3301
H1 -1.34718 -1.99406 -0.49790  0.2068
H2 0.12206 -1.31803 -1.58220  0.2993
H3 -0.00631 1.69676 -0.66968  0.4716
H4 -0.55605 -0.46234 1.95340  0.4257
H5 -1.46174 0.85117 1.68248  0.3341
H6 -2.03681 -0.74481 1.49751  0.4354
H7 1.57143 0.73715 0.95240  0.3933
H8 3.60330 1.08817 -1.81328  0.3599

Computed properties:
Relative energy (zero: lowest compared OMol25 entry of this formula, charge and spin) (kcal/mol): 55.9
Structure (SMILES): OC(O)=CCl.C=NC
HOMO-LUMO gap (eV): 8.72
LUMO energy (eV): 0.6
HOMO energy (eV): -8.1

# 6
Density functional theory data (ωB97M-V/def2-TZVPD) for a structure of composition C18H43F6NO6RhS2Si2.

Last column: Löwdin spin population.
Element x y z (Å)
O1 -0.64150 -1.43742 -1.42843  0.0404
O2 0.85795 1.39891 -4.44451  0.0000
C1 0.11749 -2.59571 -1.94561  0.0027
C2 -0.53207 -3.89721 -1.57384  0.0008
H1 1.11926 -2.50113 -1.51513  0.0002
H2 0.18757 -2.44549 -3.02424  0.0010
H3 -0.50186 -4.07863 -0.49135  0.0003
H4 0.02692 -4.68066 -2.09682  0.0000
H5 -1.56394 -3.98307 -1.92784  0.0001
C3 -1.77931 -0.88225 -2.17620  0.0022
C4 -1.57196 -1.03634 -3.66045  0.0013
H6 -1.84778 0.17235 -1.88962  -0.0002
H7 -2.66886 -1.41829 -1.82560  -0.0002
H8 -0.59457 -0.63290 -3.98088  0.0000
H9 -2.33721 -0.47198 -4.20302  0.0003
H10 -1.69327 -2.06994 -3.99068  0.0000
C5 0.45359 2.52888 -3.68205  0.0000
C6 2.24193 1.07323 -4.43358  0.0000
C7 -0.91293 2.95629 -4.19797  0.0000
H11 1.17222 3.36966 -3.78183  0.0000
H12 0.39070 2.25029 -2.60910  0.0000
H13 -0.88674 3.07135 -5.28697  0.0000
H14 -1.20152 3.91191 -3.75729  0.0000
H15 -1.66680 2.20733 -3.94077  0.0000
C8 2.64684 0.84382 -5.88082  0.0000
H16 2.37222 0.13394 -3.86486  0.0000
H17 2.86865 1.85187 -3.96168  0.0000
H18 2.01750 0.06086 -6.31424  0.0000
H19 3.69503 0.55739 -5.98617  0.0000
H20 2.48179 1.76541 -6.45144  0.0000
H21 -0.42417 -1.18031 -0.35647  0.0389
Rh1 -0.42006 -0.33565 1.30012  2.3615
C9 1.29362 -0.31620 0.11238  0.3415
Si1 2.89146 0.59489 0.56008  0.0647
H22 1.62118 -1.36611 0.11221  0.0359
H23 1.08499 -0.02993 -0.93322  0.0197
C10 4.21201 -0.23322 -0.53519  0.0338
C11 3.43850 0.32083 2.31990  0.0007
C12 2.64264 2.39448 0.11908  0.0055
C13 -1.79769 -1.74980 1.46156  0.4791
Si2 -2.97108 -0.28409 1.36683  0.1188
H24 -1.83309 -2.24525 2.44594  0.0363
H25 -1.95977 -2.50164 0.66746  0.0398
C14 -4.39421 -0.63039 0.17188  0.0369
C15 -2.19400 1.33902 0.72570  0.0926
C16 -3.62815 -0.11835 3.11150  0.0217
H26 2.02211 2.50171 -0.78309  0.0000
H27 3.61782 2.87054 -0.05513  0.0009
H28 2.13870 2.89671 0.96039  0.0002
H29 4.16083 -1.32966 -0.43383  0.0000
H30 5.20761 0.09037 -0.19720  0.0054
H31 4.10635 0.01398 -1.60041  0.0000
H32 3.14462 -0.67204 2.68390  -0.0001
H33 3.02299 1.06485 3.00733  -0.0001
H34 4.53657 0.38756 2.35900  0.0001
H35 -2.75668 1.53982 -0.19477  0.0043
H36 -1.12829 1.49372 0.44214  0.0171
H37 -2.41521 2.10859 1.47300  0.0081
H38 -4.65992 0.25036 3.11421  0.0025
H39 -3.00987 0.56489 3.70990  0.0009
H40 -3.61118 -1.09957 3.60925  0.0004
H41 -5.31699 -0.16686 0.54963  0.0042
H42 -4.57782 -1.70781 0.07201  -0.0005
H43 -4.20913 -0.22453 -0.83174  0.0007
F1 -1.00592 3.61234 4.86892  0.0004
C17 -0.88740 2.36001 5.37286  0.0048
F2 -0.29716 2.42509 6.58475  0.0018
F3 -2.12897 1.82915 5.51809  0.0005
S1 0.12549 1.33452 4.20745  0.0082
O3 -0.67911 1.27795 2.97478  0.0664
O4 1.42788 1.93556 4.09821  0.0008
N1 0.02937 -0.01802 5.04495  -0.0007
S2 0.94410 -1.22738 4.50066  0.0063
O5 0.73708 -1.49500 3.07296  0.0780
O6 2.29996 -1.21550 4.98792  0.0087
C18 0.01457 -2.52619 5.45980  0.0026
F4 0.08056 -2.25041 6.77779  0.0009
F5 -1.28726 -2.55719 5.08352  0.0006
F6 0.54285 -3.74830 5.23596  0.0002

Computed properties:
Relative energy (zero: lowest compared OMol25 entry of this formula, charge and spin) (kcal/mol): 32.8
⟨S²⟩: 6.01
HOMO-LUMO gap (alpha / beta) (eV): 9.38 / 6.26
LUMO energy (alpha / beta) (eV): -2.3 / -6.2
Net charge: +1
Multiplicity: 5
HOMO energy (alpha / beta) (eV): -11.7 / -12.4